Molecular formula: C50H48As2I2N5O9S2Zr
Method: DFT, the ωB97M-V functional and the def2-TZVPD basis

Geometry as XYZ:
```
119
Properties=species:S:1:pos:R:3:lowdin_charge:R:1
Zr 1.46782 -0.18858 1.08337 1.279
N 7.73313 -3.52150 8.54916 0.169
C 7.01485 -3.19800 7.71270 -0.179
C 6.12970 -2.78230 6.66667 -0.224
C 4.79076 -3.16593 6.68285 -0.006
C 3.93662 -2.74248 5.67865 0.004
C 4.41573 -1.94351 4.64847 -0.211
C 5.75937 -1.57517 4.62503 -0.010
C 6.61427 -1.98203 5.63147 -0.005
C 3.52009 -1.43121 3.57093 -0.062
C 3.65004 -2.04697 2.32621 -0.295
C 4.51118 -3.13638 2.03263 0.016
C 4.48528 -3.32174 0.66915 -0.030
C 3.61207 -2.35069 0.15681 -0.160
N 3.08659 -1.59851 1.12733 -0.181
C 2.78784 -0.28261 3.90060 -0.254
C 2.98146 0.49245 5.06945 0.020
C 2.21258 1.63002 4.93872 -0.043
C 1.55453 1.52108 3.70956 -0.257
N 1.86649 0.37665 3.08152 -0.190
H 4.42447 -3.79234 7.48460 0.125
H 2.89403 -3.03381 5.69054 0.131
H 6.12551 -0.95392 3.81723 0.132
H 7.65458 -1.68703 5.62271 0.125
H 5.07575 -3.69501 2.76073 0.123
H 5.01749 -4.05809 0.09101 0.109
H 3.38303 -2.18073 -0.88270 0.085
H 3.64983 0.24353 5.87722 0.123
H 2.12537 2.44798 5.63400 0.107
H 0.88300 2.24102 3.27658 0.050
S -1.17734 0.75973 2.54912 0.766
C -1.93337 2.02318 1.78490 -0.627
N -3.15033 2.45505 2.15057 -0.098
C -3.68401 3.70741 1.63729 -0.098
C -3.33052 3.86176 0.18321 -0.092
N -1.89469 3.69229 -0.00050 -0.099
C -1.25452 4.60027 -0.95124 -0.116
C -1.33975 6.02653 -0.45782 -0.226
C -1.93293 7.01987 -1.22503 -0.044
C -1.97575 8.32866 -0.76315 -0.070
C -1.43983 8.64627 0.47474 -0.074
C -0.84403 7.65636 1.24538 -0.066
C -0.79221 6.35276 0.77998 -0.033
C -1.24250 2.72875 0.65870 -0.591
S 0.32744 2.32178 0.25562 0.670
C -4.01133 1.72307 3.08875 -0.113
C -5.12036 1.02397 2.33603 -0.208
C -6.41250 1.53442 2.30655 -0.047
C -7.39898 0.90757 1.55655 -0.072
C -7.09849 -0.24032 0.84060 -0.081
C -5.81379 -0.76726 0.88504 -0.079
C -4.82441 -0.13160 1.61644 -0.029
H -3.27829 4.54607 2.21314 0.144
H -4.76578 3.69747 1.75055 0.126
H -3.61122 4.85412 -0.16416 0.135
H -3.86532 3.11394 -0.41295 0.144
H -1.74483 4.50011 -1.92328 0.138
H -0.21379 4.30681 -1.05231 0.076
H -2.35214 6.77556 -2.19476 0.114
H -2.42673 9.09866 -1.37508 0.109
H -1.47137 9.66641 0.83345 0.109
H -0.40887 7.90209 2.20522 0.109
H -0.30606 5.58430 1.37298 0.116
H -4.41374 2.43927 3.80723 0.137
H -3.39988 1.00213 3.62069 0.077
H -6.65912 2.41434 2.89073 0.115
H -8.40309 1.31050 1.54222 0.108
H -7.86960 -0.73606 0.26484 0.106
H -5.58777 -1.68908 0.36490 0.103
H -3.81988 -0.54026 1.65277 0.105
I 0.12326 -2.61630 2.10749 0.249
O -0.74052 -0.32924 0.00814 -0.224
C -1.04359 -0.54553 -1.15058 -0.504
I 3.27879 3.21885 1.26303 0.728
C 3.43036 1.08798 0.90454 -0.749
H 4.13836 0.78130 1.67286 -0.043
H 3.94368 1.01385 -0.05487 -0.041
C -0.04855 -6.17098 -3.82936 -0.028
O 1.16891 -5.93150 -3.11998 0.008
C 1.65784 -4.71978 -2.94183 -0.577
O 2.69619 -4.55329 -2.34325 0.098
C 0.87873 -3.46773 -3.28707 -0.264
C 0.80366 -2.94243 -4.51180 -0.277
As -0.04781 -1.26037 -5.13486 1.320
C -1.53023 -2.14706 -6.07602 -0.279
C -0.94405 -0.95109 -3.44729 -0.308
C -0.10150 -0.84720 -2.24225 -0.375
As 0.54345 -2.66199 -1.48996 1.387
C -1.19968 -3.56000 -1.28975 -0.264
C 1.05811 0.06755 -2.11867 -0.492
O 1.77803 0.03278 -1.11871 -0.155
O 1.21527 0.92241 -3.08087 0.009
C 2.25290 1.92627 -2.93976 0.031
C -2.20096 -0.81883 -3.01348 -0.325
O -2.29276 -0.56935 -1.62269 0.164
O -3.32724 -0.83679 -3.69672 -0.021
C -4.52760 -1.23095 -3.01456 -0.010
C 1.46858 -3.66549 -5.64427 -0.512
O 1.83988 -4.80849 -5.63930 0.137
O 1.61974 -2.84556 -6.69769 -0.118
C 2.30301 -3.39261 -7.83698 -0.014
H 0.17701 -6.38158 -4.87083 0.091
H -0.72926 -5.32202 -3.76289 0.079
H -0.50558 -7.04247 -3.36900 0.102
H -1.18971 -2.49099 -7.05039 0.026
H -2.32893 -1.42240 -6.22259 0.024
H -1.90807 -2.99141 -5.50206 0.034
H -1.77412 -3.52092 -2.21546 0.033
H -1.75685 -3.13083 -0.45884 0.004
H -0.99834 -4.60181 -1.03626 0.048
H 1.95466 2.74443 -3.58592 0.107
H 3.20701 1.51775 -3.26627 0.113
H 2.32284 2.25371 -1.90511 0.056
H -5.26125 -1.40172 -3.79594 0.103
H -4.87220 -0.44242 -2.34737 0.093
H -4.36721 -2.15225 -2.45219 0.099
H 2.15588 -2.68661 -8.64741 0.097
H 1.89448 -4.36825 -8.09094 0.098
H 3.36354 -3.49972 -7.61515 0.104
```

## Properties
HOMO ... -0.355 hartree
Orbital gap ... 6.056 eV
Relative energy (zero: lowest compared OMol25 entry of this formula, charge and spin) ... 0.0 kJ/mol
F_max ... 1.8 eV/Å
2S+1 ... 1
Net charge ... +1